Record 1
Molecular formula: C13H20N4O4
Method: DFT, the ωB97M-V functional and the def2-TZVPD basis

Results
- Total charge: 0
- Lowest unoccupied orbital energy: 0.5 eV
- Orbital gap: 9.28 eV
- 2S+1: 1

Cartesian coordinates (Å):
O1 -4.1108 1.0400 0.8304
O2 -3.8973 -0.8587 -0.3933
O3 4.9378 1.0999 0.8376
O4 3.2868 -2.9448 -0.3849
N1 0.5910 0.9948 -0.7080
N2 4.1148 -0.9244 0.2572
N3 -2.2636 0.6589 -0.4219
N4 2.8087 1.0191 0.0645
C1 5.3824 -1.5253 0.6311
C2 -1.4948 -0.2569 -1.2419
C3 2.7915 2.4672 0.0750
C4 -5.0842 -1.9588 1.4339
C5 1.8885 -1.0596 -0.5686
C6 -5.1758 -1.2965 0.0668
C7 4.0187 0.4309 0.4190
C8 -0.2609 0.4742 -1.7659
C9 -3.4793 0.3348 0.0794
C10 -1.5868 1.8476 0.0453
C11 3.1090 -1.7501 -0.2570
C12 -0.1557 1.5113 0.4446
C13 1.7486 0.2794 -0.4004
H1 -2.1431 2.2223 0.9074
H2 0.3252 2.4121 0.8311
H3 -4.3760 -2.7837 1.4071
H4 5.5899 -1.3251 1.6818
H5 2.4821 2.8512 1.0487
H6 -4.7568 -1.2323 2.1734
H7 -1.5920 2.6221 -0.7300
H8 -2.1113 -0.6032 -2.0759
H9 0.3260 -0.1846 -2.4047
H10 1.0760 -1.6758 -0.9108
H11 6.1860 -1.1014 0.0293
H12 -1.2026 -1.1344 -0.6514
H13 2.1213 2.8237 -0.7034
H14 -0.5879 1.3241 -2.3752
H15 -6.0608 -2.3376 1.7210
H16 5.2981 -2.5953 0.4545
H17 3.8081 2.8128 -0.1119
H18 -5.8518 -0.4366 0.1097
H19 -5.5184 -2.0035 -0.6917
H20 -0.1806 0.7622 1.2483

Mulliken population analysis, charges in e, atoms 1 to 2: atom 1 (O): -0.670, atom 2 (O): -0.403



Record 2
Molecular formula: C6H14N2O2
Method: DFT, the ωB97M-V functional and the def2-TZVPD basis

Results
- Total charge: 0
- Lowest unoccupied orbital energy: 0.5 eV
- Orbital gap: 9.17 eV
- 2S+1: 1

Cartesian coordinates (Å):
O1 1.8638 -1.8175 2.4575
O2 -0.5879 -0.2999 -1.0638
N1 0.1842 -1.4272 0.9900
N2 0.0185 1.8854 -1.4254
C1 0.9190 -1.1544 2.1171
C2 1.3092 1.8911 -0.8079
C3 -0.8545 0.8037 -1.6071
C4 -2.1092 1.0087 -2.3705
C5 0.3784 -2.5679 0.0277
C6 0.1770 -0.2941 3.0487
H1 0.8889 0.1101 3.7639
H2 -2.1263 0.3673 -3.2432
H3 1.5577 0.7712 -0.4754
H4 1.5323 -2.5444 -0.2667
H5 -0.4219 -2.4149 -0.7887
H6 -2.8967 0.6271 -1.6869
H7 -0.4948 -1.0573 3.5356
H8 -0.3241 2.8081 -1.7105
H9 -0.1879 0.6822 2.6234
H10 -0.1711 -0.5987 0.5629
H11 0.2468 -3.4717 0.3314
H12 1.0817 2.4626 0.1924
H13 2.1095 2.2126 -1.3266
H14 -2.0925 2.0179 -2.8779

Mulliken population analysis, charges in e, atoms 1 to 2: atom 1 (O): -0.642, atom 2 (O): -0.669



Record 3
Molecular formula: C4H11NO2
Method: DFT, the ωB97M-V functional and the def2-TZVPD basis

Results
- Total charge: 0
- Lowest unoccupied orbital energy: 0.6 eV
- Orbital gap: 10.27 eV
- 2S+1: 1

Cartesian coordinates (Å):
O1 -2.7567 0.8010 1.4171
O2 -1.5979 2.2091 -0.1944
N1 0.5327 1.3034 0.0053
C1 1.7196 1.5890 0.7521
C2 -0.3746 2.3655 -0.1354
C3 0.0000 0.0000 0.0000
C4 2.9958 1.4319 -0.1483
H1 1.7751 2.6044 1.1896
H2 -0.8677 -0.2201 -0.6443
H3 -2.0468 0.9791 2.0747
H4 -2.5040 1.3333 0.6290
H5 3.0417 0.3767 -0.4664
H6 1.8368 0.8602 1.5771
H7 -0.2877 -0.1768 1.0500
H8 0.1259 3.3548 -0.2714
H9 2.9386 2.0682 -1.0474
H10 3.9231 1.6757 0.3968
H11 0.8175 -0.6925 -0.2621

Mulliken population analysis, charges in e, atoms 1 to 2: atom 1 (O): -0.702, atom 2 (O): -0.609



Record 4
Molecular formula: C3H6N2O4
Method: DFT, the ωB97M-V functional and the def2-TZVPD basis

Results
- Total charge: 0
- Lowest unoccupied orbital energy (alpha / beta): -0.5 / -0.5 eV
- Orbital gap (alpha / beta): 9.09 / 9.09 eV
- 2S+1: 1

Cartesian coordinates (Å):
O1 0.6187 -2.1759 1.1030
O2 -1.6839 1.1423 1.5629
O3 -2.2092 0.5256 -0.3983
O4 -0.4616 -1.2377 -1.9794
N1 -0.2367 -1.5164 0.5500
N2 -1.4784 0.6183 0.5285
C1 0.3147 -0.3025 -1.1977
C2 -0.0577 -0.0513 0.3912
C3 1.0213 0.8309 0.9832
H1 1.6369 0.4456 1.7925
H2 1.2741 -0.7525 -1.3472
H3 1.7737 1.0590 0.1967
H4 -1.3966 -1.0851 -1.9711
H5 0.6727 1.7425 1.3371
H6 0.2120 0.7573 -1.5513

Mulliken population analysis, charges in e, atoms 1 to 2: atom 1 (O): -0.368, atom 2 (O): -0.580



Record 5
Molecular formula: C3H11NO
Method: DFT, the ωB97M-V functional and the def2-TZVPD basis

Results
- Total charge: 0
- Lowest unoccupied orbital energy: 1.0 eV
- Orbital gap: 10.69 eV
- 2S+1: 1

Cartesian coordinates (Å):
O1 -0.5443 -0.7826 -1.0096
N1 -0.5307 0.4315 3.0164
C1 0.0377 0.3460 -1.6505
C2 0.2623 -1.6372 -0.2296
C3 0.5586 1.3924 -0.6634
H1 -0.7781 0.4134 2.0333
H2 0.8596 0.0264 -2.3067
H3 -0.3984 -1.9472 0.5906
H4 -0.7643 0.7199 -2.2698
H5 1.3130 1.9914 -1.1598
H6 0.5109 -2.5459 -0.7720
H7 0.9973 0.8791 0.1840
H8 -0.8471 1.2621 3.5015
H9 0.4840 0.5312 3.0340
H10 1.1446 -1.1695 0.2034
H11 -0.2544 2.0128 -0.2866

Mulliken population analysis, charges in e, atoms 1 to 2: atom 1 (O): -0.366, atom 2 (N): -0.691



Record 6
Molecular formula: C26H21BrIN5O6Rh
Method: DFT, the ωB97M-V functional and the def2-TZVPD basis

Results
- Total charge: +1
- Lowest unoccupied orbital energy: -5.0 eV
- Orbital gap: 5.96 eV
- 2S+1: 1

Cartesian coordinates (Å):
I1 6.3617 1.1625 -2.7486
Rh1 0.9904 -0.6329 -1.0181
Br1 2.5234 -2.1386 0.9493
O1 -0.4668 -1.9400 -1.2486
O2 -1.9545 -3.2832 -3.2553
O3 1.0036 0.5980 -4.8574
O4 1.3838 -0.5617 -2.9818
O5 -1.4991 4.3865 -4.1388
O6 -0.3981 2.9191 -5.3922
N1 2.6201 0.6378 -0.7367
N2 -0.6988 1.9267 -0.9051
N3 -0.9291 -0.2849 0.9280
N4 -1.9321 -0.6968 0.1917
N5 -0.0293 0.9596 -1.5538
C1 3.6663 0.5487 -1.5671
C2 -3.4697 -3.0963 0.0770
C3 3.7016 2.4029 0.4319
C4 -1.7649 -1.5652 -1.0439
C5 -0.2102 1.9893 5.9875
C6 0.9974 1.3526 6.2359
C7 0.0279 1.3149 -2.8283
C8 0.0258 -1.1582 1.1477
C9 2.6334 1.5508 0.2438
C10 1.2639 -0.9932 1.9131
C11 -4.3908 -4.9428 -1.1365
C12 -0.2140 1.1126 3.7470
C13 -1.0914 2.8786 -1.7682
C14 -2.6708 -2.7699 -1.0131
C15 4.7762 1.3676 -1.4318
C16 -3.5865 -4.6389 -2.2249
C17 -0.8712 3.3708 -4.2414
C18 -4.3287 -4.1834 0.0221
C19 -2.7185 -3.5625 -2.1605
C20 -0.6406 2.5264 -3.0250
C21 4.7940 2.3118 -0.4163
C22 1.5978 0.5988 5.2431
C23 0.9941 0.4547 3.9901
C24 0.8393 0.4020 -3.6726
C25 1.6994 -0.3923 3.0203
C26 -0.8099 1.8709 4.7415
H1 -2.1001 -0.8721 -1.8371
H2 -0.6795 2.5825 6.7606
H3 2.7344 -0.5891 3.2779
H4 -3.6120 -5.2316 -3.1289
H5 5.6438 2.9692 -0.2920
H6 -2.6408 0.0166 0.0729
H7 3.6002 -0.1925 -2.3516
H8 -1.6542 3.7445 -1.4604
H9 -0.1666 -2.1961 0.8940
H10 -1.7467 2.3750 4.5439
H11 3.6758 3.1293 1.2318
H12 2.5396 0.1017 5.4411
H13 1.4723 1.4446 7.2031
H14 -1.1315 -2.8637 -2.9654
H15 -0.6887 1.0360 2.7834
H16 -0.8658 1.8234 0.0874
H17 -5.0637 -5.7880 -1.1927
H18 1.7697 1.5809 0.8917
H19 -4.9471 -4.4303 0.8736
H20 0.0588 2.0499 -5.3123
H21 -3.4231 -2.4930 0.9751

Mulliken population analysis, charges in e, atoms 1 to 2: atom 1 (I): 0.181, atom 2 (Rh): 0.855



Record 7
Molecular formula: C8H10NO3P
Method: DFT, the ωB97M-V functional and the def2-TZVPD basis

Results
- Total charge: 0
- Lowest unoccupied orbital energy: 0.7 eV
- Orbital gap: 10.06 eV
- 2S+1: 1

Cartesian coordinates (Å):
P1 -1.7952 0.0227 0.2809
O1 -2.3718 -1.3266 0.0556
O2 -2.7887 1.2261 0.2242
O3 -5.0210 -1.4511 0.0842
N1 -5.1033 -0.1202 0.2818
C1 3.3847 -0.5608 0.5262
C2 -0.4738 0.5464 -0.9336
C3 2.8037 -1.3944 -0.4241
C4 -4.5117 0.8971 0.3250
C5 0.8687 0.0856 -0.4612
C6 1.4883 0.8670 0.4506
C7 2.7531 0.5249 0.9738
C8 1.5142 -1.1246 -0.8631
H1 1.0239 1.7855 0.9854
H2 -4.9306 1.9706 0.2294
H3 0.9137 -1.5642 -1.7792
H4 -4.0719 -1.6914 -0.2302
H5 4.3402 -0.9055 0.9095
H6 -0.5741 0.2656 -1.8820
H7 3.3331 -2.3970 -0.5949
H8 3.2607 1.0400 1.7415
H9 -1.0679 0.2816 1.4331
H10 -0.4893 1.6890 -1.0214

Mulliken population analysis, charges in e, atoms 1 to 2: atom 1 (P): 0.757, atom 2 (O): -0.805



Record 8
Molecular formula: C28H31ClN2OPSc
Method: DFT, the ωB97M-V functional and the def2-TZVPD basis

Results
- Total charge: +2
- Lowest unoccupied orbital energy: -7.1 eV
- Orbital gap: 6.86 eV
- 2S+1: 1

Cartesian coordinates (Å):
Sc1 0.4606 -0.7274 -1.3075
Cl1 -0.7769 -2.3524 -0.2356
P1 -1.5153 0.6890 -1.8005
O1 0.6059 -0.2846 4.4017
N1 2.4728 -1.3193 5.1581
N2 1.3739 -0.1448 0.4974
C1 1.8063 -1.4225 6.4692
C2 -4.8276 -1.0578 -3.4786
C3 -0.6147 0.0324 -3.3217
C4 -5.4216 -0.2469 -1.2651
C5 -0.0612 0.9834 -4.1984
C6 1.1986 -0.1978 1.8564
C7 -1.7010 2.4820 -1.8584
C8 0.8886 -0.8219 -5.5159
C9 1.7007 -0.7941 4.1423
C10 3.2961 -3.5258 4.2377
C11 3.3788 -1.1664 2.1380
C12 -3.1943 0.0720 -2.1205
C13 3.6282 -2.2591 5.0034
C14 -0.3334 -1.3702 -3.4901
C15 0.6480 0.5522 -5.3159
C16 2.1569 -0.7694 2.7039
C17 2.5485 -0.6426 -0.0392
C18 1.5046 -0.0978 7.1164
C19 -1.2159 4.6489 -0.9220
C20 0.4833 -1.7792 -4.5780
C21 -2.6093 4.4413 -2.8999
C22 -3.5326 -0.5634 -3.3259
C23 -4.1417 0.2574 -1.1000
C24 3.5561 -1.1764 0.7571
C25 -1.9942 5.2454 -1.9259
C26 -2.4598 3.0637 -2.8775
C27 -5.7640 -0.9180 -2.4457
C28 -1.0615 3.2747 -0.8797
H1 2.2657 1.8763 -3.5261
H2 -2.7944 -0.6424 -4.1301
H3 4.1805 -1.5049 2.7859
H4 0.7311 -2.8308 -4.7113
H5 0.2722 0.2247 2.2662
H6 2.4840 -1.9678 7.1268
H7 0.7527 0.4182 6.5238
H8 2.6085 -0.5851 -1.1449
H9 -0.7904 -2.1183 -2.8179
H10 4.4661 -1.6676 4.5878
H11 -3.2104 4.8958 -3.6763
H12 2.5567 -4.0991 4.8120
H13 -0.4498 2.7958 -0.1096
H14 1.1475 -0.2927 8.1298
H15 4.2261 -4.1057 4.1883
H16 -6.1698 -0.1163 -0.4911
H17 -0.7370 5.2916 -0.1789
H18 -2.1131 6.3278 -1.9500
H19 1.0137 1.2784 -6.0408
H20 2.8952 -3.3005 3.2389
H21 2.1237 2.4636 -3.0822
H22 1.3562 -1.1566 -6.4483
H23 -3.8588 0.7945 -0.1965
H24 4.4230 -1.6509 0.2926
H25 -2.9227 2.4170 -3.6357
H26 3.8862 -2.5499 6.0304
H27 -6.7698 -1.3074 -2.5797
H28 0.8708 -1.9912 6.3341
H29 -0.2364 2.0359 -3.9513
H30 2.4242 0.4878 7.1946
H31 -5.1146 -1.5249 -4.4204

Mulliken population analysis, charges in e, atoms 1 to 2: atom 1 (Sc): -0.399, atom 2 (Cl): -0.306



Record 9
Molecular formula: C5H8N2
Method: DFT, the ωB97M-V functional and the def2-TZVPD basis

Results
- Total charge: 0
- Lowest unoccupied orbital energy: 1.1 eV
- Orbital gap: 8.38 eV
- 2S+1: 1

Cartesian coordinates (Å):
N1 0.5405 1.1094 0.9274
N2 -2.2065 -0.2719 -0.8895
C1 -0.7436 1.2549 0.4719
C2 0.9370 -0.2195 0.7937
C3 -1.1749 0.0218 0.0145
C4 2.0003 -0.5419 -0.2715
C5 -0.1869 -0.9038 0.3728
H1 1.4849 -0.5810 -1.2520
H2 -1.2348 2.2180 0.4608
H3 2.4808 -1.5120 -0.1341
H4 -2.6304 -1.1686 -0.7018
H5 -2.9002 0.4546 -0.9731
H6 1.0209 1.8144 1.4689
H7 2.7211 0.2644 -0.3505
H8 -0.1085 -1.9389 0.0625

Mulliken population analysis, charges in e, atoms 1 to 2: atom 1 (N): -0.067, atom 2 (N): -0.548



Record 10
Molecular formula: C18H24O18
Method: DFT, the ωB97M-V functional and the def2-TZVPD basis

Results
- Total charge: 0
- Lowest unoccupied orbital energy: 0.1 eV
- Orbital gap: 10.45 eV
- 2S+1: 1

Cartesian coordinates (Å):
O1 -1.9028 1.4707 -4.1307
O2 -2.6145 2.5789 -0.3609
O3 -0.2188 -3.2565 -1.4001
O4 4.0635 -0.3271 -2.9037
O5 1.6838 -3.9594 3.2555
O6 5.4499 -2.0306 -3.5084
O7 0.0355 0.6824 -4.9653
O8 1.4464 0.8825 2.7817
O9 -1.9366 0.1764 -5.9126
O10 -4.5960 2.0987 -1.2261
O11 3.3825 0.4291 3.8589
O12 1.5292 0.6827 5.0372
O13 3.2742 -3.0168 4.5797
O14 -4.1682 4.1314 -0.3318
O15 -0.6649 -1.7861 0.2622
O16 -0.8266 -1.1515 -1.8569
O17 1.1039 -2.5699 4.8512
O18 3.2582 -2.1321 -3.8684
C1 -3.8555 2.8917 -0.7432
C2 -3.2747 1.4825 -4.5246
C3 -3.0312 4.7578 0.2956
C4 2.5062 0.1475 5.9215
C5 -0.7527 -0.3236 0.2255
C6 4.3819 -1.5083 -3.4709
C7 3.8004 0.5257 5.2119
C8 2.1388 -3.1856 4.2754
C9 -3.3041 0.4821 -5.6694
C10 -1.1572 0.7275 -4.9756
C11 -1.3402 -0.0584 -1.1327
C12 2.0664 0.7096 3.7810
C13 0.2710 -3.8121 3.1338
C14 2.6643 -0.0770 -2.9269
C15 -0.1256 -3.2023 4.4889
C16 -1.9945 3.5999 0.3722
C17 2.1014 -1.3869 -3.5658
C18 -0.6064 -2.1933 -1.0331
H1 4.1179 1.5440 5.4529
H2 -3.3159 5.0085 1.3145
H3 -0.9455 0.8685 -1.5492
H4 -0.0374 -3.1773 2.3021
H5 -2.6934 5.6239 -0.2612
H6 -2.4308 0.0081 -1.1374
H7 4.6046 -0.1908 5.3642
H8 -0.1391 -4.7955 2.9094
H9 -0.8550 -2.4100 4.3450
H10 -1.4602 -0.0201 0.9957
H11 -1.8020 3.2594 1.3865
H12 -1.0850 4.0029 -0.0737
H13 -3.9043 1.2529 -3.6673
H14 2.2709 0.0980 -1.9298
H15 -3.5172 2.4833 -4.8870
H16 1.4682 -1.9086 -2.8506
H17 2.4258 0.6770 6.8701
H18 0.2555 0.0392 0.4154
H19 -3.8188 -0.4549 -5.4445
H20 1.4683 -1.1499 -4.4166
H21 -0.4952 -3.9251 5.2123
H22 2.4026 -0.9330 5.9956
H23 -3.7968 0.8675 -6.5614
H24 2.4956 0.7522 -3.6103

Mulliken population analysis, charges in e, atoms 1 to 2: atom 1 (O): -0.305, atom 2 (O): -0.122



Record 11
Molecular formula: C7H10NS
Method: DFT, the ωB97M-V functional and the def2-TZVPD basis

Results
- Total charge: +1
- Lowest unoccupied orbital energy (alpha / beta): -3.2 / -8.0 eV
- Orbital gap (alpha / beta): 9.32 / 5.87 eV
- 2S+1: 3

Cartesian coordinates (Å):
S1 1.0924 -1.4886 -0.2995
N1 0.1620 -0.2160 0.0606
C1 3.3796 1.5080 -0.1353
C2 -2.1198 -1.2035 0.5993
C3 2.6444 -0.9207 0.3404
C4 -1.5501 1.3366 -0.0023
C5 -1.9903 -1.1515 -0.8583
C6 3.0796 0.3090 0.2437
C7 -1.1509 -0.1337 -0.1264
H1 2.9412 -1.7223 1.0041
H2 -1.1436 2.0385 -0.7539
H3 2.9401 2.3722 0.3424
H4 -2.6109 1.4210 -0.0447
H5 -1.5571 -2.0029 1.1472
H6 -1.2942 1.6291 0.9419
H7 -2.9082 -0.9675 -1.4029
H8 -1.3356 -1.9705 -1.2803
H9 4.1721 1.7170 -0.8897
H10 -2.7509 -0.5544 1.1137

Mulliken population analysis, charges in e, atoms 1 to 2: atom 1 (S): 0.166, atom 2 (N): -0.204



Record 12
Molecular formula: C5H13N3O
Method: DFT, the ωB97M-V functional and the def2-TZVPD basis

Results
- Total charge: 0
- Lowest unoccupied orbital energy: 0.9 eV
- Orbital gap: 9.44 eV
- 2S+1: 1

Cartesian coordinates (Å):
O1 1.4614 -1.0134 -1.5457
N1 -0.6635 0.3884 -1.1235
N2 0.6181 -0.2958 0.7165
N3 1.2781 -1.4760 1.1552
C1 -1.4156 -1.7314 -0.1454
C2 0.9832 0.8765 1.4929
C3 -1.0073 1.7899 -1.2660
C4 -1.0618 -0.2769 -0.0004
C5 1.0225 0.0052 -1.0455
H1 -1.6911 0.2760 0.7061
H2 -2.3876 -1.7998 -0.6444
H3 1.3897 -2.0565 0.3214
H4 2.2310 -1.2671 1.4600
H5 -1.3759 2.2409 -0.3348
H6 0.3766 1.7316 1.1968
H7 0.8440 0.6808 2.5572
H8 -1.7903 1.8998 -2.0211
H9 -1.4726 -2.2218 0.8282
H10 1.4613 0.9996 -1.2538
H11 -0.7007 -2.2566 -0.7802
H12 2.0362 1.1379 1.3216
H13 -0.1359 2.3686 -1.5951

Mulliken population analysis, charges in e, atoms 1 to 2: atom 1 (O): -0.626, atom 2 (N): -0.162